Record 1
Molecular formula: C15H44F3N6O8P4S2
Method: DFT, wB97M-V/def2-TZVPD

Cartesian coordinates (Å):
C (-5.8848, 3.6600, -3.8786)
S (-5.1479, 2.4576, -2.7943)
O (-4.7564, 3.0664, -1.5698)
O (-6.0237, 1.3317, -2.6711)
P (-3.3785, 1.7099, -3.8373)
S (-2.2407, 3.3559, -4.3567)
C (-2.5422, 0.5022, -2.6991)
O (-1.6985, 1.1092, -1.7404)
C (-0.3718, 1.0420, -2.0804)
F (-0.1504, 1.2364, -3.3866)
F (0.1615, -0.1479, -1.7818)
F (0.2569, 1.9374, -1.3440)
P (-3.9461, 0.7058, -5.7307)
O (-4.8080, 1.6027, -6.4690)
O (-4.5773, -0.7002, -5.4057)
O (-2.5859, 0.3787, -6.4740)
H (-5.6662, 3.4664, -4.9311)
H (-5.6244, 4.6777, -3.6024)
H (-6.9600, 3.5285, -3.7458)
H (-1.7592, 3.7671, -3.1579)
H (-2.0320, -0.2810, -3.2646)
H (-3.3376, -0.0096, -2.1464)
H (-5.3507, -0.6124, -4.8220)
H (-1.9776, 0.0031, -5.8154)
O (-3.2123, -5.4241, 1.2718)
P (-2.1989, -4.3150, 1.1294)
N (-0.7532, -5.2399, 0.9984)
C (-0.2028, -6.0136, 2.1010)
C (-0.6732, -5.9732, -0.2617)
N (-2.5281, -3.5227, 2.6418)
C (-1.7113, -3.6681, 3.8292)
C (-3.9405, -3.5157, 3.0284)
N (-1.3273, -2.9139, 0.6018)
C (0.1001, -2.6700, 0.6699)
C (-2.1240, -1.7529, 0.2405)
H (0.7761, -6.4040, 1.8175)
H (-0.8452, -6.8476, 2.4062)
H (-0.0042, -5.3842, 2.9661)
H (-0.6075, -5.2716, -1.1024)
H (-1.5491, -6.6127, -0.4204)
H (0.2162, -6.6001, -0.3000)
H (-1.7353, -4.6915, 4.2272)
H (-2.0604, -2.9960, 4.6152)
H (-0.6726, -3.3844, 3.6461)
H (-4.2480, -4.4568, 3.5003)
H (-4.5799, -3.3539, 2.1611)
H (-4.1334, -2.6967, 3.7248)
H (0.5187, -2.9142, 1.6466)
H (0.3102, -1.6136, 0.4864)
H (0.6470, -3.2346, -0.0883)
H (-2.1916, -1.0444, 1.0756)
H (-3.1408, -2.0531, -0.0265)
H (-1.7139, -1.2304, -0.6269)
O (3.1415, 4.5653, 1.9358)
P (3.6093, 3.1341, 1.8267)
N (5.1182, 3.2386, 2.6460)
C (6.2585, 3.9721, 2.1205)
C (4.9579, 3.4552, 4.0822)
N (3.6295, 3.0569, 0.0826)
C (4.8267, 3.1666, -0.7237)
C (2.5466, 3.7907, -0.5644)
N (3.7059, 1.4141, 1.8897)
C (4.8889, 0.5897, 2.0398)
C (2.4951, 0.6797, 1.5447)
H (7.1310, 3.7857, 2.7486)
H (6.0864, 5.0535, 2.0604)
H (6.5480, 3.6042, 1.1379)
H (4.4738, 2.5862, 4.5424)
H (4.3465, 4.3390, 4.2978)
H (5.9213, 3.5806, 4.5737)
H (5.2894, 4.1602, -0.6482)
H (4.5957, 2.9852, -1.7759)
H (5.5672, 2.4109, -0.4557)
H (2.7614, 4.8643, -0.6502)
H (1.6184, 3.6799, -0.0046)
H (2.3655, 3.3918, -1.5665)
H (5.6973, 0.8947, 1.3746)
H (4.6527, -0.4497, 1.8032)
H (5.2654, 0.5999, 3.0641)
H (2.5156, 0.3538, 0.4961)
H (1.6104, 1.3049, 1.6847)
H (2.3632, -0.1969, 2.1838)

The gap between HOMO and LUMO is 5.0 eV. As for the net charge: +1. As for the spin multiplicity: 1.



Record 2
Molecular formula: C5H15N2O
Method: DFT, wB97M-V/def2-TZVPD

Cartesian coordinates (Å):
C (0.2160, -0.7701, -1.3025)
C (0.6097, -1.9249, -0.3295)
C (0.4659, -1.5590, 1.1640)
N (1.2683, 1.9144, 2.5556)
C (1.4803, 0.6602, 2.0027)
C (0.4895, -0.0960, 1.5270)
N (-1.1742, -0.3056, -1.0806)
H (0.3463, -1.2390, -2.2724)
H (0.9278, 0.0126, -1.0677)
H (0.0169, -2.8080, -0.5730)
H (1.6530, -2.0822, -0.5976)
H (1.2078, -2.1092, 1.7619)
H (-0.4018, -1.9980, 1.6581)
H (0.3728, 2.1751, 2.9278)
H (1.9533, 2.1952, 3.2288)
H (2.5367, 0.4310, 1.9858)
H (-0.5166, 0.3148, 1.6521)
H (-1.4906, -0.3494, -0.1103)
H (-1.3640, 0.6209, -1.4598)
H (-1.8510, -0.9546, -1.4871)
H (-3.0874, 1.3775, -3.7867)
H (-2.3539, 2.5488, -3.3445)
O (-2.2766, 1.5947, -3.3365)

The gap between HOMO and LUMO is 8.4 eV. As for the net charge: +1. For the relative energy (zero: lowest compared OMol25 entry of this formula, charge and spin), the calculation gives 35.0 kcal/mol. As for the spin multiplicity: 1.



Record 3
Molecular formula: C13H28O6S2Si
Method: DFT, wB97M-V/def2-TZVPD

Cartesian coordinates (Å):
C (3.3583, 0.0448, 0.3204)
O (1.9834, -0.0132, 0.8134)
C (1.1860, 0.7637, -0.0986)
O (1.6290, 1.8010, -0.6647)
Si (-0.6329, 0.2775, -0.5920)
C (-1.5427, 1.9426, -0.9572)
C (-1.5611, -0.6887, 0.7644)
C (-0.4393, -0.7761, -2.2099)
H (3.3317, -0.3512, -0.7473)
H (4.0693, -0.6399, 0.9034)
H (3.8169, 1.0922, 0.4018)
H (-2.4812, 1.7965, -1.5964)
H (-1.8020, 2.3773, 0.0773)
H (-0.8475, 2.7092, -1.4438)
H (-1.1440, -1.7506, 0.9215)
H (-1.6207, -0.1383, 1.7723)
H (-2.6555, -0.7980, 0.4219)
H (0.4283, -1.4898, -2.0320)
H (-1.4281, -1.3196, -2.4320)
H (-0.1984, -0.0071, -3.0309)
C (-4.2548, 3.8291, 4.3140)
C (-3.6451, 4.8994, 3.4058)
C (-3.1932, 4.2060, 2.1186)
S (-4.2621, 2.7846, 1.9146)
O (-3.4642, 1.5869, 2.0423)
O (-5.1424, 3.0081, 0.7910)
C (-5.1844, 3.0131, 3.4250)
H (-4.7908, 4.2698, 5.1567)
H (-3.4620, 3.1892, 4.7145)
H (-4.4034, 5.6531, 3.1716)
H (-2.8117, 5.4130, 3.8897)
H (-3.2932, 4.8601, 1.2523)
H (-2.1657, 3.8472, 2.1970)
H (-5.4463, 2.0450, 3.8507)
H (-6.0890, 3.5743, 3.1815)
C (4.6115, -3.7082, -3.4078)
C (4.7943, -3.2622, -1.9554)
C (3.4601, -3.4781, -1.2379)
S (2.6456, -4.8250, -2.0900)
O (1.4524, -4.3137, -2.7235)
O (2.6249, -5.9881, -1.2332)
C (3.8978, -5.0522, -3.3410)
H (5.5664, -3.7870, -3.9309)
H (3.9917, -2.9811, -3.9421)
H (5.5701, -3.8722, -1.4819)
H (5.1126, -2.2194, -1.8899)
H (3.6051, -3.7473, -0.1915)
H (2.8203, -2.5972, -1.3100)
H (3.4334, -5.3396, -4.2837)
H (4.5724, -5.8395, -2.9983)

The gap between HOMO and LUMO is 10.3 eV. Its SMILES is COC(=O)[Si](C)(C)C.O=S1(=O)CCCC1.O=S1(=O)CCCC1. As for the spin multiplicity: 1.



Record 4
Molecular formula: C27H38As2BF5FeN6
Method: DFT, wB97M-V/def2-TZVPD

Cartesian coordinates (Å):
Fe (0.6322, -0.5794, 0.0637)
C (-1.2743, -1.9256, 2.8030)
C (-0.3529, -0.7666, 2.9753)
C (-0.0475, -0.1375, 4.1880)
C (0.8704, 0.8475, 3.8842)
C (1.5569, 1.8238, 4.7767)
N (1.0848, 0.8011, 2.5617)
N (0.3391, -0.1771, 1.9928)
B (2.1200, 1.5007, 1.6814)
N (3.0831, 0.4346, 1.1277)
N (2.6207, -0.4326, 0.1865)
C (3.6742, -1.0553, -0.3339)
C (3.5922, -1.9853, -1.4953)
C (4.8375, -0.6039, 0.3027)
C (4.4219, 0.3427, 1.2149)
C (5.2254, 1.1699, 2.1592)
N (1.4130, 2.1251, 0.4612)
N (0.8231, 1.3303, -0.4665)
C (0.5188, 2.0964, -1.5052)
C (-0.0740, 1.5486, -2.7538)
C (0.8752, 3.4217, -1.2350)
C (1.4430, 3.3955, 0.0226)
C (2.0356, 4.5113, 0.8136)
H (-1.4160, -2.4100, 3.7683)
H (-0.8842, -2.6574, 2.0969)
H (-2.2571, -1.5981, 2.4640)
H (-0.4452, -0.3821, 5.1570)
H (1.1970, 1.7009, 5.7965)
H (1.3631, 2.8500, 4.4639)
H (2.6367, 1.6747, 4.7728)
H (2.7148, 2.3368, 2.2912)
H (2.5865, -2.0259, -1.9033)
H (3.8781, -2.9976, -1.2171)
H (4.2728, -1.6403, -2.2741)
H (5.8465, -0.9204, 0.1072)
H (6.2772, 0.9057, 2.0710)
H (4.9157, 1.0031, 3.1913)
H (5.1175, 2.2336, 1.9480)
H (-0.1088, 0.4599, -2.7250)
H (0.5223, 1.8494, -3.6155)
H (-1.0867, 1.9242, -2.9006)
H (0.7581, 4.2752, -1.8796)
H (1.8697, 5.4525, 0.2934)
H (3.1089, 4.3763, 0.9472)
H (1.5859, 4.5786, 1.8042)
C (-3.6154, 3.7750, 0.3350)
As (-2.3387, 2.3172, 0.6539)
C (-1.6910, 2.9518, 2.3897)
C (-3.6074, 0.9642, 1.2753)
C (-4.6160, 1.3013, 2.1738)
C (-5.5708, 0.3796, 2.5666)
C (-5.5301, -0.9011, 2.0434)
C (-4.5294, -1.2553, 1.1525)
C (-3.5497, -0.3411, 0.7602)
As (-2.0971, -0.9620, -0.4337)
C (-2.7989, -2.7267, -0.8609)
C (-2.7684, -0.1293, -2.0794)
H (-4.2918, 3.9311, 1.1752)
H (-4.2005, 3.5603, -0.5589)
H (-3.0410, 4.6864, 0.1652)
H (-2.5115, 3.2487, 3.0433)
H (-1.0410, 3.8096, 2.2144)
H (-1.1126, 2.1634, 2.8681)
H (-4.6599, 2.3087, 2.5717)
H (-6.3441, 0.6607, 3.2695)
H (-6.2723, -1.6332, 2.3341)
H (-4.5109, -2.2698, 0.7834)
H (-3.8101, -2.6242, -1.2553)
H (-2.7737, -3.3756, 0.0100)
H (-2.1420, -3.1597, -1.6098)
H (-3.8223, -0.3823, -2.1911)
H (-2.2117, -0.5181, -2.9317)
H (-2.6619, 0.9504, -2.0356)
F (0.3560, -2.7818, -1.3177)
C (0.1118, -3.4101, -0.0395)
F (0.9370, -2.5366, 0.7945)
C (0.9395, -4.6804, -0.1002)
F (0.8860, -5.3069, 1.0896)
F (2.2573, -4.5483, -0.3953)
F (0.4247, -5.5076, -1.0271)

The gap between HOMO and LUMO (alpha / beta) is 8.1 / 8.1 eV. For the relative energy (zero: lowest compared OMol25 entry of this formula, charge and spin), the calculation gives 33.4 kcal/mol. As for the spin multiplicity: 1.